Computed, not measured: 2 unconnected molecules or ions with the total composition C3H10N2O4, with wB97M-V/def2-TZVPD.

```
19
Properties=species:S:1:pos:R:3:mulliken_charge:R:1
C -0.88030 1.28528 0.21400 0.875
C -1.81067 2.45695 -0.00195 -1.350
O 0.03866 1.36245 1.15597 -0.864
O -1.48178 0.05198 0.11154 -0.434
O 0.26914 1.41652 -1.02653 -0.626
H 0.77861 1.57233 0.01574 0.523
H -2.15285 0.06969 -0.58156 0.308
H 0.53403 0.47392 -1.23327 0.536
H -2.56603 2.44698 0.78408 0.350
H -1.24625 3.38411 0.05984 0.320
H -2.29103 2.40505 -0.98017 0.371
C 1.27422 -1.80952 -0.20475 0.602
N 1.18423 -1.35097 1.06852 -0.357
N 1.56064 -3.14846 -0.34671 -0.467
O 1.11758 -1.10207 -1.20527 -0.764
H 2.00193 -3.64972 0.40646 0.207
H 1.07335 -2.00956 1.82122 0.201
H 0.77277 -0.42829 1.22044 0.310
H 1.82373 -3.42668 -1.27761 0.256
```

Values from the calculation:
highest occupied orbital energy: -9.88 eV
frontier orbital gap: 10.61 eV
relative energy (zero: lowest compared OMol25 entry of this formula, charge and spin): 11.4 kcal per mole

=====

Computed, not measured: C3H10N2S in the gas phase, with wB97M-V/def2-TZVPD.

```
16
Properties=species:S:1:pos:R:3:mulliken_charge:R:1
N 0.45799 1.33614 1.19090 -0.722
C 0.24911 0.29542 0.16867 0.473
C -0.93184 0.52339 -0.78490 -0.781
S -0.69692 2.05456 -1.73565 -0.214
C 0.17682 -1.05608 0.90122 -0.978
N 0.66308 -2.19551 0.14759 -0.494
H 0.50180 2.24281 0.71614 0.274
H -0.16995 1.51413 -2.82039 0.120
H -0.43795 1.53089 1.65489 0.265
H 1.17509 0.35462 -0.40343 0.188
H -1.05071 -0.38559 -1.36397 0.375
H -1.80130 0.70180 -0.14617 0.321
H -0.74078 -1.32591 1.40042 0.331
H 0.90605 -0.92404 1.70660 0.420
H 1.65233 -2.26801 -0.01038 0.223
H 0.04717 -2.39862 -0.62153 0.199
```

Values from the calculation:
highest occupied orbital energy: -8.90 eV
SMILES string: NC[C@H](N)CS
frontier orbital gap: 9.76 eV
relative energy (zero: lowest compared OMol25 entry of this formula, charge and spin): 10.5 kcal per mole

=====

Computed, not measured: 2 unconnected molecules or ions with the total composition C3H10N2S, with wB97M-V/def2-TZVPD.

```
16
Properties=species:S:1:pos:R:3:mulliken_charge:R:1
C 3.36166 -1.30171 0.25081 -0.977
C 2.14789 -2.02202 -0.28000 -0.460
S 0.80957 -0.79495 -0.63469 -0.731
H 3.07684 -0.68524 1.10381 0.258
H 3.82520 -0.58751 -0.41974 0.260
H 4.18190 -1.98481 0.53437 0.309
H 1.65036 -2.78657 0.34094 0.205
H 2.39049 -2.56494 -1.20746 0.219
N -2.59953 0.63237 0.73063 -0.292
C -2.33303 1.76737 0.15618 0.235
N -3.02919 2.40064 -0.74785 -0.325
H -3.52280 0.22799 0.65379 0.229
H -1.96971 0.15976 1.36913 0.269
H -1.33869 2.12670 0.40993 0.331
H -2.65884 3.18070 -1.26214 0.246
H -3.99212 2.23221 -0.99771 0.225
```

Values from the calculation:
highest occupied orbital energy: -5.25 eV
frontier orbital gap: 4.66 eV
relative energy (zero: lowest compared OMol25 entry of this formula, charge and spin): 59.7 kcal per mole

=====

Computed, not measured: 2 unconnected molecules or ions with the total composition C3H10N2S, with wB97M-V/def2-TZVPD.

```
16
Properties=species:S:1:pos:R:3:mulliken_charge:R:1
C -1.79830 0.80794 -0.83977 -0.791
C -3.00625 0.28472 0.03755 -0.554
S -2.20362 -1.22080 0.98608 -0.031
H -1.58258 -0.10142 -1.32760 0.318
H -1.07032 1.21674 -0.17329 0.241
H -1.99508 1.58823 -1.73357 0.289
H -3.93013 -0.24139 -0.53550 0.371
H -3.40413 0.97422 0.83306 0.318
N 2.79651 0.53114 1.07381 -0.364
C 3.49846 -0.31994 0.16458 0.148
N 2.84341 -1.23688 -0.56718 -0.349
H 1.77490 0.32346 1.33514 0.271
H 2.99277 1.55335 1.02511 0.299
H 4.62041 -0.20998 0.11293 0.327
H 3.43099 -2.03707 -0.53661 0.287
H -2.96704 -1.91231 0.14525 0.221
```

Values from the calculation:
net charge: +1
highest occupied orbital energy (alpha / beta): -13.92 / -11.81 eV
<S²>: 0.769
frontier orbital gap (alpha / beta): 10.15 / 2.81 eV
multiplicity: 2
relative energy (zero: lowest compared OMol25 entry of this formula, charge and spin): 90.5 kcal per mole

=====

Computed, not measured: C3H10N2S2 in the gas phase, with wB97M-V/def2-TZVPD.

```
17
Properties=species:S:1:pos:R:3:mulliken_charge:R:1
S 0.33580 -2.40184 -0.19146 -0.240
S 0.42190 -1.05032 1.41924 -0.124
C 0.96952 0.46817 0.68758 -0.611
C -0.12292 0.86083 -0.32941 -0.133
C -0.36007 2.33966 -0.30493 -0.489
N -1.83394 2.62941 -0.40045 -0.518
N 0.05017 0.55128 -1.87811 -0.574
H -0.96106 -2.31084 -0.49334 0.173
H 1.22872 1.28365 1.47047 0.361
H 1.87418 0.34555 0.17715 0.330
H -1.04823 0.28524 -0.06590 0.363
H -0.16648 2.65897 0.67867 0.359
H 0.15636 2.91003 -1.01505 0.268
H -2.30145 3.23812 0.18991 0.163
H -2.41629 1.87068 -0.66518 0.182
H 0.26763 -0.40134 -2.03050 0.264
H 0.81081 1.07783 -2.26009 0.227
```

Values from the calculation:
highest occupied orbital energy: -8.59 eV
SMILES string: NC[C@@H](N)CSS
frontier orbital gap: 8.94 eV
relative energy (zero: lowest compared OMol25 entry of this formula, charge and spin): 30.6 kcal per mole

=====

Computed, not measured: a molecular structure, C3H10N2Si, with wB97M-V/def2-TZVPD.

```
16
Properties=species:S:1:pos:R:3:mulliken_charge:R:1
C -1.27005 -0.78260 -0.36259 -0.556
C -1.68249 0.59604 0.19515 -0.742
C 2.14858 -0.39459 -0.19188 -0.762
N -0.19449 -1.31107 0.33470 -0.385
N 0.95905 0.06919 0.59611 -0.216
Si -0.02017 1.37449 -0.00512 0.380
H -2.02615 -1.63754 -0.55726 0.317
H -0.89258 -0.51825 -1.33045 0.339
H -2.46518 1.05838 -0.28789 0.476
H -2.11925 0.37906 1.22965 0.265
H 2.20957 -1.41226 0.19355 0.298
H 1.93448 -0.35567 -1.26416 0.307
H 3.01778 0.06913 0.17496 0.323
H -0.25850 -1.42977 1.34495 0.277
H 0.60577 2.03960 -1.16478 -0.112
H 0.05362 2.25587 1.09505 -0.209
```

Values from the calculation:
highest occupied orbital energy: -9.05 eV
frontier orbital gap: 10.00 eV
relative energy (zero: lowest compared OMol25 entry of this formula, charge and spin): 88.8 kcal per mole

=====

Computed, not measured: C3H10N2Si2 in the gas phase, with wB97M-V/def2-TZVPD.

```
17
Properties=species:S:1:pos:R:3:mulliken_charge:R:1
C 2.48718 1.42802 0.12043 -0.581
C 1.22029 1.22419 -0.25552 -0.255
C 0.45027 -2.11766 -0.00564 -1.079
N -1.31260 -0.06278 -1.30534 -0.354
N -1.12508 0.08923 1.05781 -0.351
Si -2.39938 0.37789 -0.10187 0.211
Si 0.11457 -0.26356 -0.25418 0.402
H 3.06207 2.35235 0.10320 0.273
H 3.12893 0.63485 0.64368 0.155
H 0.66900 2.07648 -0.35670 0.351
H 0.21444 -2.67720 -0.83545 0.364
H 1.51708 -2.29611 0.38008 0.271
H -0.16261 -2.54574 0.80192 0.319
H -0.94385 0.41808 -2.16956 0.284
H -1.04565 0.44052 1.97015 0.233
H -2.61455 1.73415 0.30622 -0.126
H -3.26010 -0.81270 -0.09925 -0.119
```

Values from the calculation:
highest occupied orbital energy: -8.41 eV
frontier orbital gap: 8.93 eV
relative energy (zero: lowest compared OMol25 entry of this formula, charge and spin): 23.9 kcal per mole

=====

Computed, not measured: a gas-phase ion, C3H10N3 (charge +1), with wB97M-V/def2-TZVPD.

```
16
Properties=species:S:1:pos:R:3:mulliken_charge:R:1
C 0.88699 -0.03684 -0.10565 0.679
C 2.18650 0.69649 0.06940 -1.224
C -2.10204 -0.07749 0.54109 -0.810
N -0.17596 0.62548 -0.71647 -0.018
N 0.67150 -1.29200 0.21677 -0.280
N -1.37046 -0.15694 -0.73039 -0.602
H 2.88722 0.34325 -0.64652 0.370
H 2.70930 0.26979 0.88462 0.407
H 1.96054 1.75244 0.06158 0.325
H -2.17242 0.90846 0.78291 0.392
H -2.99079 -0.68713 0.47941 0.358
H -1.51032 -0.65466 1.19524 0.286
H -0.18709 1.64527 -0.92433 0.252
H 1.51370 -1.77964 0.30986 0.217
H -0.35880 -1.72555 0.09326 0.351
H -1.94786 0.16910 -1.51081 0.296
```

Values from the calculation:
net charge: +1
highest occupied orbital energy: -14.42 eV
SMILES string: CNNC(C)=[NH2+]
frontier orbital gap: 11.04 eV
relative energy (zero: lowest compared OMol25 entry of this formula, charge and spin): 58.9 kcal per mole

=====

Computed, not measured: 2 unconnected molecules or ions with the total composition C3H10N3, with wB97M-V/def2-TZVPD.

```
16
Properties=species:S:1:pos:R:3:mulliken_charge:R:1
C 1.82601 -0.52813 0.84859 -0.626
C 0.15079 0.85815 2.01102 -0.030
N 1.38270 0.41860 1.91241 -0.016
H 2.43617 -1.31004 1.31327 0.319
H 2.47921 -0.01646 0.12089 0.276
H 0.92878 -0.94361 0.40091 0.236
H -0.43210 0.68626 1.10748 0.182
H -0.11252 1.34449 2.95340 0.291
H 1.80821 0.25013 2.78582 0.310
N -1.13800 0.82911 -2.45542 -0.447
C -1.48805 -0.43878 -1.88405 0.062
N -1.60264 -0.75484 -0.65105 -0.592
H -1.54985 0.90423 -3.35085 0.257
H -1.20093 1.64628 -1.81852 0.228
H -1.56534 -1.22883 -2.66187 0.312
H -1.92244 -1.71656 -0.63202 0.237
```

Values from the calculation:
net charge: +1
highest occupied orbital energy: -13.01 eV
frontier orbital gap: 7.68 eV
relative energy (zero: lowest compared OMol25 entry of this formula, charge and spin): 60.7 kcal per mole

=====

Computed, not measured: a molecular structure, C3H10N3, with wB97M-V/def2-TZVPD.

```
16
Properties=species:S:1:pos:R:3:mulliken_charge:R:1
C -0.42799 1.42542 0.35375 -0.632
C -0.97768 -1.24842 -0.27296 -0.914
C 1.26263 -0.08583 -0.45795 -0.149
N 0.50447 1.03394 -0.51897 -0.110
N -1.59500 -0.14654 0.20854 -0.222
N 1.82819 -0.76723 0.56167 -0.335
H -1.04355 2.27902 0.00424 0.364
H -0.38509 1.34291 1.39067 0.362
H -0.55234 -1.93310 0.33414 0.433
H -0.92413 -1.37656 -1.26299 0.458
H 1.56345 -0.44511 -1.40597 0.398
H 0.33950 1.47726 -1.46545 0.308
H -2.25223 0.27647 -0.30707 0.258
H 2.63223 -1.21920 0.15371 0.254
H -1.79874 -0.15267 1.21444 0.330
H 1.82629 -0.46035 1.47021 0.198
```

Values from the calculation:
net charge: +1
highest occupied orbital energy: -11.39 eV
frontier orbital gap: 8.24 eV
relative energy (zero: lowest compared OMol25 entry of this formula, charge and spin): 109.6 kcal per mole

=====

Computed, not measured: a gas-phase ion, C3H10N3O (charge +1), with wB97M-V/def2-TZVPD.

```
17
Properties=species:S:1:pos:R:3:mulliken_charge:R:1
C -1.76365 -0.10871 0.39404 0.227
C 1.51616 -0.55629 0.69876 -0.931
C 0.67788 -0.01709 -0.50552 -0.501
N 0.46007 -0.80720 -1.63588 -0.354
N -0.69211 0.54818 0.10909 0.399
N -0.74662 2.06341 -0.05922 -0.716
O -1.78662 -1.36700 0.50497 -0.378
H -2.70271 0.33649 0.71159 0.339
H 1.02361 -0.23297 1.64890 0.344
H 2.53976 -0.25650 0.76482 0.337
H 1.44269 -1.63948 0.72207 0.367
H 1.16056 0.94771 -0.70349 0.384
H 0.43347 -0.25821 -2.43671 0.248
H -0.84409 -1.68905 0.45441 0.360
H -1.69271 2.41789 0.27899 0.292
H 0.00522 2.33521 0.70896 0.322
H 0.96906 -1.71637 -1.65578 0.260
```

Values from the calculation:
net charge: +1
highest occupied orbital energy: -14.60 eV
SMILES string: C[C@@H](N)/[N+](N)=C\O
frontier orbital gap: 11.14 eV
relative energy (zero: lowest compared OMol25 entry of this formula, charge and spin): 90.6 kcal per mole

=====

Computed, not measured: 2 unconnected molecules or ions with the total composition C3H10N3O, with wB97M-V/def2-TZVPD.

```
17
Properties=species:S:1:pos:R:3:mulliken_charge:R:1
C 0.04306 -2.36790 1.16057 0.195
N 0.26106 -1.57357 2.25317 -0.356
O -0.31136 -1.93031 0.06503 -0.687
H 0.03806 -3.45438 1.41593 0.377
H -0.00054 -1.87605 3.16220 0.220
H 0.36742 -0.62432 2.03517 0.247
C 1.08891 1.51627 -2.08973 -0.869
N 0.23844 0.67965 -1.22483 -0.085
C -0.58686 1.27249 -0.35510 0.187
N -1.29932 0.53967 0.52087 -0.317
H 0.79929 1.32211 -3.09843 0.336
H 2.11069 1.38034 -1.84113 0.332
H 0.81717 2.54979 -1.92447 0.323
H 0.39796 -0.30176 -1.15741 0.276
H -0.81404 2.32337 -0.50841 0.328
H -1.16007 -0.47449 0.50210 0.296
H -1.98989 1.01908 1.08448 0.198
```

Values from the calculation:
net charge: +1
highest occupied orbital energy: -14.68 eV
frontier orbital gap: 11.30 eV
relative energy (zero: lowest compared OMol25 entry of this formula, charge and spin): 25.8 kcal per mole

=====

Computed, not measured: 2 unconnected molecules or ions with the total composition C3H10N3O, with wB97M-V/def2-TZVPD.

```
17
Properties=species:S:1:pos:R:3:mulliken_charge:R:1
C 0.72810 1.55691 -0.96503 -0.092
C 0.03704 -1.69558 1.45311 -0.987
C -0.96017 -0.77644 0.81692 0.274
N -1.54922 0.20043 1.38541 -0.174
N 0.65926 0.28480 -1.15354 0.074
N 1.06638 -0.36809 -2.27605 -0.578
O 0.14285 2.11493 0.11062 -0.454
H 1.19797 2.25315 -1.63689 0.348
H 0.51045 -2.33875 0.71561 0.287
H -0.40880 -2.42965 2.15121 0.381
H 0.73261 -1.10507 2.05961 0.315
H -1.32617 -1.00493 -0.26540 0.300
H -2.21363 0.69100 0.75441 0.297
H 0.57587 3.03677 0.12077 0.387
H 1.65075 0.06281 -2.91415 0.187
H 0.46853 -1.14536 -2.55081 0.199
H -1.31181 0.66308 2.19419 0.236
```

Values from the calculation:
net charge: +1
highest occupied orbital energy: -11.91 eV
frontier orbital gap: 7.88 eV
relative energy (zero: lowest compared OMol25 entry of this formula, charge and spin): 90.6 kcal per mole

=====

Computed, not measured: a gas-phase ion, C3H10N3O2 (charge +1), with wB97M-V/def2-TZVPD.

```
18
Properties=species:S:1:pos:R:3:mulliken_charge:R:1
C -1.90897 0.17850 0.04087 -0.885
C 0.95302 -0.39292 1.13409 -0.681
C 0.55280 0.35224 -0.19049 -0.439
N -0.69570 0.62223 -2.17741 0.210
N 2.28216 -0.13564 1.53509 -0.511
N -0.72433 -0.12763 -0.74252 0.367
O -1.38833 1.55069 -2.22906 -0.158
O -0.69539 -1.47034 -1.02306 -0.391
H -2.78506 -0.17763 -0.50207 0.364
H -1.86366 -0.33462 0.99883 0.338
H -1.98571 1.25408 0.19275 0.380
H 0.28267 -0.06858 1.93318 0.363
H 0.82908 -1.46695 0.97302 0.375
H 1.32815 0.17631 -0.94281 0.422
H 0.47231 1.42454 -0.00159 0.377
H 3.01726 -0.55282 0.98587 0.238
H 2.49396 0.80166 1.83998 0.220
H -0.16425 -1.63310 -1.82467 0.412
```

Values from the calculation:
net charge: +1
highest occupied orbital energy: -13.15 eV
SMILES string: C[N@+](O)(CCN)N=O
frontier orbital gap: 7.08 eV
relative energy (zero: lowest compared OMol25 entry of this formula, charge and spin): 165.6 kcal per mole

=====

Computed, not measured: a gas-phase ion, C3H10N3P (charge +2), with wB97M-V/def2-TZVPD.

```
17
Properties=species:S:1:pos:R:3:mulliken_charge:R:1
C -1.21405 0.91235 -1.05010 0.276
C 0.09546 -0.50967 0.34752 0.555
C -0.99971 -1.81835 0.41502 -1.208
N -1.32174 1.95167 -1.81466 -0.267
N -0.09520 0.61647 -0.44151 -0.117
N 1.16031 -0.64281 0.98440 -0.251
P 2.47827 0.66269 1.34401 -0.013
H -2.06721 0.11587 -1.07458 0.225
H -1.94153 -1.51702 -0.02694 0.443
H -0.93394 -1.93926 1.42282 0.408
H -0.58838 -2.57892 -0.20477 0.396
H -2.05293 1.97269 -2.51932 0.302
H -0.65065 2.82001 -1.59487 0.335
H 0.62041 1.37092 -0.14662 0.205
H 1.17279 -1.39375 1.63170 0.363
H 3.47210 0.06496 0.41083 0.203
H 2.86601 -0.08783 2.31709 0.145
```

Values from the calculation:
net charge: +2
highest occupied orbital energy: -18.98 eV
SMILES string: CC(=[NH+]/P)/[NH+]=C/N
frontier orbital gap: 9.96 eV
relative energy (zero: lowest compared OMol25 entry of this formula, charge and spin): 21.8 kcal per mole